Entry 1:
9 unconnected molecules or ions with the total composition C43H67N4O25, computed with the ωB97M-V functional and the def2-TZVPD basis.

XYZ file:
```
139
Properties=species:S:1:pos:R:3
N -3.920 -4.025 2.285
C -3.385 -4.914 1.431
N -2.622 -5.941 1.914
N -3.625 -4.788 0.132
C -4.186 -6.008 -0.572
C -3.191 -6.575 -1.559
C -3.033 -5.638 -2.786
N -1.725 -5.621 -3.424
C -0.628 -5.182 -2.547
C -0.951 -3.871 -1.845
C -1.288 -2.808 -2.639
C -1.634 -1.613 -2.067
C -1.598 -1.530 -0.712
C -1.271 -2.567 0.099
C -0.921 -3.761 -0.474
O -0.586 -4.820 0.336
H -3.317 -3.806 3.077
H -4.204 -3.159 1.832
H -3.054 -6.840 2.052
H -1.666 -5.819 2.202
H -4.211 -3.972 -0.009
H -5.104 -5.707 -1.071
H -4.460 -6.738 0.187
H -3.646 -7.501 -1.919
H -2.253 -6.864 -1.084
H -3.735 -6.000 -3.533
H -3.378 -4.634 -2.540
H -1.503 -6.562 -3.730
H -0.263 -5.947 -1.852
H 0.221 -4.966 -3.200
H -1.285 -2.923 -3.713
H -1.924 -0.786 -2.691
H -1.883 -0.597 -0.239
H -1.268 -2.511 1.182
H -0.922 -5.633 -0.052
C 1.596 2.739 -3.765
C 0.163 2.286 -3.866
C -0.833 3.388 -4.110
O -2.029 2.846 -3.522
C -1.641 1.995 -2.547
O -2.384 1.513 -1.744
O -0.316 1.763 -2.599
H 1.960 3.096 -4.730
H 1.702 3.539 -3.030
H 2.226 1.924 -3.434
H 0.072 1.497 -4.603
H -0.985 3.603 -5.161
H -0.585 4.313 -3.583
C 4.871 -1.932 -4.199
C 5.219 -0.805 -3.259
C 5.335 -1.200 -1.808
O 5.015 0.026 -1.137
C 4.203 0.734 -1.964
O 3.605 1.714 -1.652
O 4.162 0.169 -3.197
H 5.695 -2.643 -4.268
H 3.977 -2.459 -3.862
H 4.658 -1.546 -5.195
H 6.122 -0.294 -3.602
H 6.333 -1.537 -1.538
H 4.605 -1.957 -1.510
C -0.529 0.855 2.463
C -1.959 0.738 2.926
C -2.645 2.049 3.208
O -3.641 1.668 4.168
C -3.170 0.578 4.824
O -3.662 0.107 5.796
O -2.056 0.092 4.209
H -0.488 1.304 1.470
H 0.067 1.464 3.146
H -0.064 -0.130 2.425
H -2.530 0.137 2.209
H -3.106 2.482 2.324
H -1.986 2.787 3.671
C 4.813 2.041 1.566
C 6.055 1.462 2.190
C 6.384 2.014 3.551
O 7.807 1.827 3.617
C 8.271 1.855 2.341
O 9.419 1.908 2.041
O 7.241 1.814 1.453
H 3.925 1.734 2.116
H 4.854 3.129 1.554
H 4.714 1.718 0.534
H 5.990 0.369 2.209
H 5.888 1.474 4.355
H 6.167 3.077 3.648
C -0.587 5.210 4.494
C 0.540 4.314 4.946
C 1.360 4.872 6.083
O 2.629 4.227 5.871
C 2.727 3.947 4.555
O 3.714 3.565 4.009
O 1.542 4.156 3.925
H -1.353 5.279 5.266
H -0.226 6.214 4.268
H -1.044 4.828 3.580
H 0.156 3.315 5.184
H 0.970 4.627 7.070
H 1.504 5.952 6.008
C 5.871 3.756 9.508
C 4.463 3.559 10.011
C 3.882 2.192 9.754
O 2.474 2.473 9.702
C 2.339 3.755 9.295
O 1.308 4.257 8.970
O 3.530 4.393 9.299
H 6.572 3.149 10.081
H 5.950 3.488 8.454
H 6.163 4.802 9.594
H 4.401 3.822 11.070
H 4.103 1.476 10.542
H 4.185 1.774 8.791
C 1.808 4.847 -9.582
C 0.747 3.816 -9.290
C -0.598 4.380 -8.906
O -1.142 3.324 -8.098
C -0.098 2.658 -7.554
O -0.196 1.842 -6.690
O 1.070 3.047 -8.114
H 1.571 5.394 -10.494
H 1.900 5.557 -8.759
H 2.780 4.370 -9.703
H 0.659 3.119 -10.128
H -1.239 4.580 -9.760
H -0.523 5.280 -8.292
C -9.604 -3.091 -2.828
C -8.883 -4.367 -3.180
C -8.259 -5.086 -2.011
O -7.176 -5.794 -2.637
C -6.821 -5.081 -3.747
O -5.850 -5.289 -4.398
O -7.726 -4.109 -3.997
H -10.499 -3.302 -2.243
H -8.959 -2.422 -2.256
H -9.895 -2.557 -3.732
H -9.545 -5.030 -3.743
H -8.938 -5.779 -1.520
H -7.841 -4.401 -1.267
```

Properties
* HOMO energy: -11.1 eV
* Kohn-Sham gap: 0.2851 Ha
* 2S+1: 1
* charge: +1

Entry 2:
A molecular structure, C43H68Cl46F2N3Si, computed with the ωB97M-V functional and the def2-TZVPD basis.

XYZ file:
```
163
Properties=species:S:1:pos:R:3
C 1.409 1.811 -1.111
Si 1.962 0.142 -0.236
C 1.430 -1.297 -1.399
C 1.063 0.095 1.510
C -0.489 -0.416 1.408
C -1.546 0.333 2.409
F -2.577 -0.541 3.013
F -0.732 0.847 3.575
C -2.114 1.665 1.643
C -1.470 3.124 1.943
C -2.235 4.228 1.060
N -3.300 3.909 0.113
N -3.894 2.744 -0.211
C -3.296 1.675 0.582
C -4.013 0.192 0.292
C -3.675 -0.731 -1.002
C -4.463 -2.110 -1.212
N -5.492 -2.804 -0.392
C -5.763 -1.922 0.774
C -5.168 -0.496 1.202
C 3.905 0.315 -0.041
C 4.665 0.640 1.378
C 6.316 0.813 1.427
C 7.278 0.643 0.071
C 6.483 0.326 -1.351
C 4.845 0.157 -1.392
H 1.969 2.738 -0.609
H 1.814 1.742 -2.221
H 0.248 1.965 -1.101
H 1.796 -2.345 -1.027
H 0.252 -1.320 -1.434
H 1.823 -1.076 -2.479
H 1.652 -0.661 2.222
H 1.196 1.191 1.934
H -0.866 -0.267 0.286
H -0.558 -1.583 1.649
H -0.613 3.415 2.676
H -1.902 5.358 1.197
H -3.696 4.735 -0.434
H -2.875 -0.378 -1.788
H -4.183 -2.705 -2.211
H -6.579 -2.372 1.523
H -5.547 0.040 2.178
H 4.055 0.762 2.389
H 6.880 1.065 2.437
H 8.454 0.737 0.102
H 7.164 0.222 -2.325
H 4.328 -0.044 -2.441
C -5.364 7.402 -0.969
Cl -5.688 8.869 -0.038
Cl -3.900 6.594 -0.394
H -6.211 6.719 -0.865
H -5.233 7.669 -2.021
C 3.657 -4.419 -2.228
Cl 3.825 -3.069 -1.100
Cl 4.351 -4.021 -3.804
H 4.176 -5.290 -1.820
H 2.596 -4.647 -2.354
C 2.774 4.013 -4.386
Cl 2.546 2.442 -5.166
Cl 3.632 3.842 -2.850
H 3.356 4.657 -5.049
H 1.796 4.462 -4.199
C 5.648 5.147 -7.068
Cl 5.159 3.473 -6.780
Cl 4.431 6.279 -6.464
H 6.594 5.335 -6.554
H 5.774 5.301 -8.142
C 1.958 5.395 1.238
Cl 0.304 4.953 0.796
Cl 3.115 4.814 0.035
H 2.030 6.483 1.304
H 2.198 4.950 2.207
C -3.652 -1.056 6.191
Cl -4.141 -2.730 6.479
Cl -4.869 0.075 6.795
H -2.706 -0.868 6.704
H -3.526 -0.902 5.116
C -3.602 1.091 9.908
Cl -2.473 2.412 9.578
Cl -3.081 0.145 11.308
H -4.590 1.511 10.111
H -3.650 0.438 9.034
C -4.579 -4.993 2.843
Cl -5.869 -6.099 2.356
Cl -4.636 -3.496 1.904
H -4.698 -4.753 3.903
H -3.614 -5.478 2.681
C 3.160 9.492 0.422
Cl 2.121 8.951 1.747
Cl 3.675 8.130 -0.579
H 2.605 10.200 -0.198
H 4.043 9.981 0.840
C 7.424 4.006 -2.360
Cl 6.841 4.338 -3.996
Cl 6.621 2.587 -1.676
H 8.500 3.823 -2.396
H 7.218 4.872 -1.727
C 4.536 2.431 -10.863
Cl 4.212 3.898 -9.932
Cl 6.000 1.623 -10.288
H 3.689 1.749 -10.759
H 4.667 2.699 -11.915
C -8.784 -7.177 -0.046
Cl -10.476 -7.293 0.453
Cl -8.371 -8.452 -1.198
H -8.618 -6.205 -0.516
H -8.146 -7.273 0.836
C -2.839 -6.274 5.875
Cl -4.493 -6.715 5.433
Cl -1.682 -6.855 4.672
H -2.768 -5.185 5.941
H -2.599 -6.719 6.844
C 9.839 0.679 -4.438
Cl 9.919 -0.311 -2.976
Cl 8.204 1.297 -4.699
H 10.526 1.523 -4.334
H 10.131 0.070 -5.297
C 2.701 -0.096 -13.125
Cl 3.830 1.224 -13.456
Cl 3.222 -1.043 -11.726
H 1.713 0.323 -12.923
H 2.653 -0.750 -14.000
C 0.339 -5.951 -4.480
Cl 0.015 -4.484 -3.549
Cl 1.803 -6.759 -3.905
H -0.508 -6.633 -4.375
H 0.470 -5.684 -5.531
C -7.049 2.545 11.837
Cl -7.878 3.813 10.926
Cl -6.585 1.204 10.783
H -6.150 2.966 12.295
H -7.719 2.171 12.616
C -6.973 -3.918 -3.382
Cl -7.556 -3.586 -5.018
Cl -7.776 -5.337 -2.698
H -5.897 -4.101 -3.418
H -7.179 -3.052 -2.749
C 0.463 -1.060 6.275
Cl -0.576 -1.601 7.600
Cl 0.978 -2.422 5.274
H -0.092 -0.352 5.655
H 1.346 -0.571 6.693
C 11.367 5.054 -1.255
Cl 10.051 5.444 -0.141
Cl 10.752 4.276 -2.718
H 11.883 5.976 -1.532
H 12.065 4.376 -0.758
C -9.023 -2.074 3.401
Cl -8.269 -3.670 3.492
Cl -7.802 -0.797 3.345
H -9.635 -2.021 2.498
H -9.652 -1.927 4.283
C -6.961 -5.154 7.336
Cl -6.881 -6.145 8.798
Cl -8.596 -4.536 7.075
H -6.274 -4.311 7.440
H -6.669 -5.764 6.477
C 4.522 -9.427 -3.753
Cl 5.878 -9.928 -4.770
Cl 4.537 -7.679 -3.490
H 3.587 -9.705 -4.246
H 4.595 -9.933 -2.788
```

Properties
* HOMO energy: -9.2 eV
* Kohn-Sham gap: 0.1608 Ha
* 2S+1: 1
* charge: +1

Entry 3:
11 unconnected molecules or ions with the total composition C43H69N9O6, computed with the ωB97M-V functional and the def2-TZVPD basis.

XYZ file:
```
127
Properties=species:S:1:pos:R:3
N -5.448 -1.895 -1.161
C -4.160 -1.687 -0.857
C -3.752 -1.957 0.455
C -4.681 -2.248 1.444
C -5.985 -2.501 1.100
C -6.337 -2.398 -0.249
H -3.458 -1.285 -1.573
H -2.714 -1.721 0.637
H -4.311 -2.371 2.452
H -6.700 -2.868 1.821
H -7.326 -2.655 -0.598
C -0.480 4.963 3.004
C -1.726 5.589 3.621
O -1.440 5.345 5.038
C -0.278 4.782 5.260
O 0.213 4.452 6.321
O 0.184 4.353 4.034
H 0.106 5.731 2.498
H -0.719 4.182 2.282
H -2.597 5.017 3.302
H -1.756 6.622 3.274
C 2.857 3.732 0.906
C 3.386 2.383 0.436
O 4.458 2.200 1.351
C 4.204 2.899 2.537
O 4.791 2.768 3.617
O 3.136 3.766 2.304
H 1.780 3.701 0.737
H 3.301 4.575 0.376
H 3.805 2.441 -0.569
H 2.759 1.496 0.519
C -2.854 -0.431 5.926
C -1.504 0.203 5.499
C -1.675 1.667 5.164
C -2.791 2.035 4.295
N -3.701 2.336 3.623
H -2.636 -1.472 6.161
H -3.663 -0.411 5.195
H -3.241 0.087 6.803
H -1.141 -0.369 4.645
H -0.807 0.040 6.321
H -0.716 1.931 4.718
H -1.771 2.335 6.020
C -1.030 0.996 0.852
C -0.135 -0.046 0.196
C 0.301 0.330 -1.290
C -0.772 0.488 -2.288
N -1.681 0.484 -3.023
H -0.532 1.941 1.070
H -1.286 0.622 1.844
H -1.924 1.100 0.238
H -0.496 -1.064 0.342
H 0.792 -0.033 0.770
H 0.975 -0.492 -1.533
H 0.810 1.290 -1.374
C 1.834 2.921 -6.364
C 0.544 2.874 -5.569
C 0.886 3.256 -4.121
C 2.029 2.555 -3.503
N 2.878 1.989 -3.011
H 2.195 3.921 -6.602
H 1.665 2.440 -7.328
H 2.634 2.319 -5.933
H 0.123 1.873 -5.653
H -0.184 3.588 -5.955
H 0.107 3.088 -3.377
H 1.063 4.332 -4.123
C 3.973 -1.298 -1.410
C 4.339 -1.856 -0.005
C 5.729 -2.653 0.154
C 5.886 -3.908 -0.571
N 6.017 -4.921 -1.107
H 3.234 -0.497 -1.369
H 3.716 -2.203 -1.960
H 4.808 -0.752 -1.848
H 3.518 -2.464 0.376
H 4.382 -1.027 0.701
H 6.052 -2.920 1.161
H 6.553 -2.047 -0.221
C 3.241 0.160 5.239
C 3.373 -1.395 5.460
C 2.120 -2.166 5.051
C 1.933 -2.148 3.647
N 1.677 -2.099 2.522
H 3.167 0.478 4.199
H 4.038 0.666 5.784
H 2.327 0.525 5.707
H 3.558 -1.534 6.525
H 4.333 -1.749 5.084
H 1.205 -1.784 5.504
H 2.316 -3.222 5.239
C -5.338 3.230 -0.293
C -4.776 1.993 -1.044
C -5.844 1.224 -1.858
C -6.620 2.089 -2.773
N -7.202 2.783 -3.486
H -5.455 4.069 -0.980
H -4.646 3.593 0.468
H -6.276 2.931 0.174
H -4.217 1.402 -0.318
H -3.922 2.394 -1.590
H -6.651 0.833 -1.239
H -5.365 0.424 -2.423
C 1.143 -4.386 -0.545
C 2.261 -5.464 -1.005
C 2.029 -5.886 -2.457
C 0.900 -6.785 -2.589
N -0.024 -7.483 -2.650
H 1.282 -3.395 -0.975
H 1.184 -4.274 0.539
H 0.127 -4.690 -0.798
H 2.420 -6.285 -0.305
H 3.212 -4.932 -1.009
H 2.958 -6.389 -2.725
H 1.815 -5.043 -3.115
C 0.246 -3.412 -6.941
C -0.653 -2.211 -6.704
C -0.138 -1.142 -5.647
C 0.719 -1.658 -4.599
N 1.356 -2.070 -3.752
H 1.313 -3.189 -6.967
H 0.044 -3.949 -7.868
H 0.207 -4.035 -6.047
H -1.563 -2.648 -6.291
H -0.855 -1.856 -7.714
H -1.027 -0.743 -5.158
H 0.447 -0.359 -6.129
```

Properties
* HOMO energy (spin up / spin down): -12.6 / -12.6 eV
* Kohn-Sham gap (spin up / spin down): 0.2824 / 0.1452 Ha
* 2S+1: 2
* charge: +1

The evaluated DFT total energy for the records listed, in turn: -102822.13594, -639479.16437, -71392.73846 eV.